C19H24N5O2S3Ti as an isolated structure at a distorted geometry. Source: OMol25; level of theory: wB97M-V/def2-TZVPD.

Geometry (Å):
1 Ti 0.007 0.053 -0.044
2 C -1.008 0.275 4.017
3 C -0.541 0.560 2.628
4 N -0.028 -0.428 1.854
5 N 0.689 -1.472 2.404
6 C 1.880 -1.702 1.831
7 N 2.650 -2.676 2.318
8 S 2.381 -0.763 0.505
9 C -0.423 1.827 2.030
10 C -0.793 3.057 2.660
11 C -0.285 4.233 2.209
12 C 0.594 4.229 1.093
13 C 0.801 3.059 0.437
14 N 0.247 1.873 0.814
15 H -0.158 0.051 4.668
16 H -1.534 1.118 4.455
17 H -1.692 -0.577 4.039
18 H 0.347 -1.962 3.218
19 H 2.395 -3.214 3.129
20 H 3.498 -2.917 1.835
21 H -1.435 3.030 3.529
22 H -0.529 5.162 2.704
23 H 1.060 5.137 0.740
24 H 1.403 3.011 -0.462
25 C -2.744 -2.468 1.094
26 O -2.595 -1.112 0.714
27 C -3.530 -0.707 -0.258
28 C -3.373 0.780 -0.377
29 O -2.016 1.057 -0.751
30 C -1.881 2.426 -1.156
31 H -2.778 -3.123 0.220
32 H -3.652 -2.600 1.690
33 H -1.874 -2.735 1.692
34 H -4.556 -0.954 0.039
35 H -3.314 -1.202 -1.213
36 H -3.583 1.273 0.578
37 H -4.039 1.186 -1.141
38 H -2.629 2.647 -1.919
39 H -2.007 3.091 -0.298
40 H -0.894 2.557 -1.584
41 S -0.303 -2.318 -1.109
42 C -0.154 -1.194 -2.392
43 N 0.348 0.015 -2.172
44 C 0.371 0.787 -3.332
45 C 0.904 2.067 -3.455
46 C 0.848 2.693 -4.687
47 C 0.277 2.056 -5.790
48 C -0.236 0.777 -5.683
49 C -0.182 0.148 -4.445
50 S -0.695 -1.458 -4.012
51 H 1.374 2.555 -2.612
52 H 1.265 3.685 -4.797
53 H 0.249 2.564 -6.745
54 H -0.663 0.282 -6.545

Calculated values
Multiplicity: 1
E_LUMO (spin up / spin down): -3.5 / -3.2 eV
Orbital gap (spin up / spin down): 6.1321 / 6.3738 eV
Energy: -87254.7453 eV
Total charge: +1
E_HOMO (spin up / spin down): -9.6 / -9.6 eV
Maximum force: 1.01 eV/A

Atomic partial charges in e from the natural (NBO) method, atoms 1 to 8: Ti 1.485; C -0.665; C 0.145; N -0.469; N -0.431; C 0.330; N -0.757; S -0.091